The following is a quantum chemistry calculation of a molecular structure, C4H11BBr2NaO4 at a distorted geometry, from the Open Molecules 2025 dataset.

Geometry (Å):
Br  -7.43  -27.97  2.45
Br  -10.37  -26.58  3.57
Na  -10.22  -25.94  6.48
O  -12.14  -24.25  6.26
O  -7.99  -22.55  4.35
O  -6.80  -22.69  6.11
O  -8.44  -24.04  5.83
C  -7.54  -26.09  3.06
C  -7.66  -23.17  5.37
C  -8.92  -25.55  2.62
C  -13.52  -24.12  5.87
B  -9.81  -25.17  8.87
H  -7.32  -26.13  4.13
H  -10.49  -24.72  9.58
H  -13.53  -24.38  4.81
H  -8.81  -25.18  9.27
H  -9.86  -24.51  8.02
H  -9.11  -25.66  1.56
H  -14.04  -24.93  6.39
H  -10.11  -26.16  8.56
H  -13.98  -23.18  6.19
H  -9.02  -24.50  2.89
H  -6.70  -25.58  2.59

For the frontier orbital gap (spin up / spin down), the calculation gives 3.81 / 3.81 eV. Its energy is -157690.1937 eV. The LUMO energy (spin up / spin down) is 3.937 / 3.937 eV. The total charge is -2. Its spin multiplicity is 2. Its expectation value of S² is 0.76.

These are the natural (NBO) partial charges, in e, on atoms 1 to 8: atom 1 (Br): -0.098, atom 2 (Br): -0.047, atom 3 (Na): 0.914, atom 4 (O): -1.010, atom 5 (O): -0.667, atom 6 (O): -0.602, atom 7 (O): -0.593, atom 8 (C): -0.409

The following is a quantum chemistry calculation of a single C5H14N2O molecule at a distorted geometry, from the Open Molecules 2025 dataset.

Geometry (Å):
O  -0.14  3.20  -0.42
N  0.83  -1.94  -1.42
N  0.93  1.33  0.47
C  -1.59  -1.50  0.40
C  0.89  -1.03  -0.23
C  0.65  0.41  -0.64
C  -0.12  -1.54  0.78
C  -0.03  2.33  0.70
H  -1.94  -0.51  0.12
H  1.92  -1.15  0.10
H  0.02  -0.96  1.71
H  1.39  -1.56  -2.17
H  1.87  1.68  0.46
H  -0.99  1.83  0.89
H  1.22  0.74  -1.52
H  0.19  2.86  1.62
H  -0.39  0.55  -0.91
H  -1.85  -2.22  -0.37
H  -0.13  -2.08  -1.70
H  0.22  -2.50  1.13
H  -0.74  3.93  -0.24
H  -2.18  -1.88  1.23

For the frontier orbital gap, the calculation gives 9.72 eV. Its energy is -10439.3069 eV. The LUMO energy is 0.886 eV. The value obtained for the relative energy (zero: lowest compared OMol25 entry of this formula, charge and spin) is 39.69 kcal per mole. The total charge is 0. The SMILES is CC[C@@H](N)CNCO.

These are the natural (NBO) partial charges, in e, on atoms 1 to 8: atom 1 (O): -0.751, atom 2 (N): -0.847, atom 3 (N): -0.643, atom 4 (C): -0.620, atom 5 (C): -0.051, atom 6 (C): -0.237, atom 7 (C): -0.419, atom 8 (C): 0.097

The following is a quantum chemistry calculation of a molecular structure, C61H43Cl3MnO5P2S at a distorted geometry, from the Open Molecules 2025 dataset.

Geometry (Å):
Mn  0.26  0.38  -0.42
Cl  -6.01  4.91  -0.44
Cl  -3.09  0.61  0.94
Cl  -1.22  4.07  -2.72
S  -0.57  -1.89  0.56
P  0.98  -1.14  -2.30
P  0.96  0.58  1.97
O  4.13  1.93  -0.52
O  6.42  0.87  0.14
O  -1.73  -1.76  1.46
O  2.34  0.64  -0.71
O  -1.13  1.69  -1.01
C  5.71  -0.19  0.58
C  1.34  -4.27  3.91
C  1.13  -0.07  -3.78
C  -1.64  -4.63  -3.95
C  6.36  -1.23  1.25
C  0.98  -1.14  5.66
C  -4.58  3.95  -0.61
C  -2.50  -5.83  -4.24
C  1.64  -3.62  6.22
C  -3.59  4.34  -1.49
C  2.61  -3.42  -2.09
C  3.75  -1.39  -2.66
C  -0.19  -2.77  -4.22
C  0.63  -0.66  3.28
C  0.42  1.95  -4.91
C  -1.43  3.70  3.34
C  1.30  -4.84  2.67
C  0.86  -4.05  1.58
C  4.69  0.50  3.74
C  1.19  1.60  -6.02
C  0.04  2.15  2.25
C  4.30  -2.44  1.44
C  1.07  -2.89  4.04
C  0.74  -0.26  4.60
C  -4.44  2.80  0.15
C  -2.23  2.38  -0.87
C  -3.05  -6.26  -2.86
C  1.21  -2.46  5.37
C  2.62  1.10  2.63
C  1.92  -0.39  -4.89
C  3.46  0.14  3.21
C  0.55  -2.72  1.72
C  -3.28  2.05  0.02
C  0.40  1.11  -3.81
C  -1.21  4.63  2.34
C  3.57  0.86  -0.34
C  5.11  1.82  3.68
C  -2.55  -5.19  -0.53
C  -0.90  -3.31  -1.97
C  5.66  -2.34  1.68
C  4.96  -2.07  -2.67
C  0.73  -2.05  2.97
C  3.81  -4.10  -2.10
C  -2.45  3.56  -1.62
C  -1.07  -3.24  -0.55
C  -0.93  -3.82  -4.79
C  4.99  -3.43  -2.39
C  3.66  -1.40  0.79
C  -0.82  2.46  3.30
C  -1.62  -4.37  -2.57
C  4.33  -0.27  0.35
C  -0.14  -2.50  -2.87
C  1.60  -4.85  5.28
C  -2.43  -5.29  -1.88
C  -1.87  -4.14  0.11
C  0.26  3.09  1.24
C  4.30  2.77  3.09
C  -0.37  4.33  1.29
C  1.94  0.44  -6.00
C  3.07  2.41  2.56
C  2.57  -2.05  -2.37
H  7.35  0.74  0.35
H  -2.00  -4.01  1.18
H  2.46  3.18  2.09
H  -0.19  5.04  0.49
H  2.52  -5.43  5.31
H  -2.09  3.94  4.17
H  0.71  0.80  4.81
H  -3.17  -5.87  0.05
H  1.70  -3.95  -1.85
H  -3.31  -5.56  -4.93
H  2.55  0.18  -6.85
H  3.74  -0.32  -2.86
H  5.87  -1.54  -2.89
H  2.59  -1.46  0.61
H  -5.22  2.48  0.82
H  -1.70  5.60  2.38
H  3.75  -3.31  1.76
H  -0.15  2.86  -4.91
H  2.52  -1.29  -4.89
H  2.65  -3.44  6.60
H  -0.93  -3.97  -5.86
H  0.38  -2.15  -4.90
H  3.83  -5.16  -1.88
H  -2.78  -7.29  -2.62
H  1.53  -5.89  2.51
H  0.74  -4.53  0.62
H  0.79  -5.52  5.55
H  -1.04  1.72  4.06
H  1.06  -0.76  6.67
H  3.16  -0.90  3.26
H  5.93  -3.97  -2.39
H  -0.20  1.39  -2.95
H  -3.70  5.24  -2.07
H  0.93  2.87  0.42
H  0.99  -3.75  7.09
H  5.31  -0.25  4.20
H  1.20  2.24  -6.89
H  7.43  -1.16  1.40
H  6.19  -3.15  2.18
H  4.62  3.80  3.04
H  6.08  2.10  4.09
H  -4.14  -6.19  -2.81
H  -1.92  -6.62  -4.71

For the frontier orbital gap (spin up / spin down), the calculation gives 7.09 / 7.17 eV. Its energy is -172492.7116 eV. The LUMO energy (spin up / spin down) is -0.238 / -0.237 eV. The total charge is 0. Its spin multiplicity is 2. Its expectation value of S² is 1.18.

These are the Mulliken partial charges, in e, on atoms 1 to 8: atom 1 (Mn): 1.679, atom 2 (Cl): -0.254, atom 3 (Cl): -0.100, atom 4 (Cl): -0.248, atom 5 (S): 1.680, atom 6 (P): 2.455, atom 7 (P): 3.370, atom 8 (O): -0.726

The following is a quantum chemistry calculation of a molecular structure, C29H31NOOsP2S5 at a distorted geometry, from the Open Molecules 2025 dataset.

Geometry (Å):
Os  0.40  0.76  -1.16
S  0.39  3.52  -3.12
S  2.02  0.15  -2.64
S  4.46  2.25  -3.33
S  3.55  1.07  -1.72
S  4.67  1.15  -4.88
P  0.01  -1.36  -0.32
P  2.15  -0.17  1.44
O  0.54  2.79  -1.78
N  1.13  -1.53  0.96
C  1.78  2.51  1.15
C  1.93  -2.77  1.08
C  -1.00  2.60  1.06
C  -0.40  -5.22  -1.55
C  -0.38  -4.08  -0.78
C  -0.04  -5.16  -2.89
C  -2.12  2.72  -3.28
C  -4.00  -1.25  0.13
C  -1.62  -1.52  0.45
C  1.06  1.30  1.21
C  3.31  -0.50  3.93
C  -4.21  -1.76  1.40
C  -1.84  -2.02  1.73
C  0.05  -2.87  -1.33
C  0.91  -0.46  5.35
C  2.12  -0.61  6.02
C  0.38  -2.81  -2.68
C  -0.87  4.79  -2.77
C  0.34  -3.96  -3.46
C  0.90  -0.33  3.97
C  -0.27  3.77  1.02
C  -0.35  1.36  1.18
C  -2.25  4.24  -3.17
C  2.10  -0.36  3.26
C  1.12  3.73  1.08
C  -0.82  2.50  -4.04
C  3.32  -0.63  5.32
C  -3.14  -2.14  2.20
C  -2.70  -1.12  -0.35
H  1.69  4.65  1.07
H  -0.94  0.48  1.41
H  -3.31  -2.53  3.19
H  2.13  -0.70  7.10
H  -0.60  5.69  -3.33
H  -2.50  -0.73  -1.34
H  -4.84  -0.95  -0.49
H  -0.02  -0.43  5.90
H  -0.73  -4.12  0.25
H  2.86  2.48  1.18
H  2.63  -2.89  0.25
H  1.29  -3.64  1.12
H  -0.06  -6.06  -3.50
H  -0.78  4.72  0.97
H  -2.04  2.27  -2.29
H  -5.22  -1.86  1.78
H  2.50  -2.72  2.01
H  4.24  -0.50  3.38
H  -0.45  1.48  -4.07
H  -2.09  2.63  1.05
H  -2.53  4.63  -4.15
H  -0.71  -6.16  -1.12
H  -0.78  4.99  -1.71
H  -0.87  2.90  -5.06
H  0.68  -1.87  -3.13
H  -1.00  -2.30  2.35
H  -3.02  4.53  -2.46
H  0.59  -3.91  -4.51
H  -2.96  2.26  -3.79
H  4.25  -0.74  5.84
H  -0.04  -0.22  3.45

For the frontier orbital gap (spin up / spin down), the calculation gives 6.85 / 5.42 eV. Its energy is -109319.4042 eV. The LUMO energy (spin up / spin down) is -6.797 / -8.195 eV. The value obtained for the relative energy (zero: lowest compared OMol25 entry of this formula, charge and spin) is 67.00 kcal per mole. The total charge is +2. Its spin multiplicity is 5. Its expectation value of S² is 6.03.

These are the natural (NBO) partial charges, in e, on atoms 1 to 8: atom 1 (Os): 0.806, atom 2 (S): 1.256, atom 3 (S): -0.013, atom 4 (S): 0.166, atom 5 (S): 0.009, atom 6 (S): 0.002, atom 7 (P): 1.326, atom 8 (P): 1.055